Entry 1:
{"formula": "C4H4FNS2", "method": "the ωB97M-V functional and the def2-TZVPD basis", "energy_ha": -1105.6521, "lumo_energy_ha": -0.062, "smiles": "CSC(=S)[C@@H](F)C#N", "relative_energy_kj_mol": 394.9, "homo_energy_ev": -9.20, "elements": ["C", "C", "C", "C", "H", "H", "H", "H", "N", "F", "S", "S"], "coordinates": [[-2.298, -0.581, 0.356], [0.304, 0.569, -0.096], [1.684, 0.562, -0.560], [2.451, -0.427, 0.243], [-2.951, -1.420, -0.229], [-2.519, 0.585, 0.508], [-2.055, -0.946, 1.496], [1.665, 0.041, -1.498], [2.831, -1.532, 0.821], [2.251, 1.731, -0.621], [-0.831, -0.635, -0.811], [-0.532, 2.055, 0.391]]}

Entry 2:
{"formula": "H5O3", "method": "the ωB97M-V functional and the def2-TZVPD basis", "energy_ha": -228.7319, "lumo_energy_ha": 0.182, "total_charge": -1, "relative_energy_kj_mol": 50.1, "homo_energy_ev": -3.84, "elements": ["O", "H", "O", "H", "H", "O", "H", "H"], "coordinates": [[0.236, 0.422, 0.244], [0.531, 1.214, 0.720], [1.608, -0.578, -1.756], [1.060, -1.263, -1.396], [1.477, 0.249, -1.265], [-1.904, 0.167, 1.395], [-1.681, -0.676, 1.825], [-0.908, 0.337, 0.673]]}

Entry 3:
{"formula": "C20H26FN3O4S2", "method": "the ωB97M-V functional and the def2-TZVPD basis", "energy_ha": -2139.2138, "lumo_energy_ha": 0.017, "smiles": "CCC(C)(C)NC(=O)CN(Cc1cccs1)C(=O)CNS(=O)(=O)c1ccc(F)cc1", "relative_energy_kj_mol": 1.9, "homo_energy_ev": -9.15, "elements": ["C", "H", "C", "H", "H", "C", "N", "C", "O", "C", "N", "C", "O", "C", "N", "S", "O", "O", "C", "C", "C", "C", "C", "C", "H", "H", "F", "H", "H", "H", "H", "H", "C", "C", "C", "C", "C", "S", "H", "H", "H", "H", "H", "H", "H", "H", "C", "H", "H", "H", "C", "H", "H", "H", "H", "H"], "coordinates": [[0.580, 0.407, 5.116], [1.016, -0.421, 4.564], [-0.874, 0.613, 4.708], [-1.449, -0.261, 5.011], [-1.279, 1.483, 5.227], [-1.084, 0.824, 3.198], [-0.531, -0.307, 2.442], [-0.860, -1.586, 2.645], [-1.535, -2.022, 3.557], [-0.246, -2.609, 1.658], [0.305, -2.129, 0.414], [-0.445, -1.759, -0.639], [0.025, -1.479, -1.731], [-1.955, -1.669, -0.432], [-2.508, -0.727, -1.380], [-1.721, 0.770, -1.371], [-2.740, 1.768, -1.479], [-0.883, 0.814, -0.201], [-0.724, 0.869, -2.853], [-1.355, 0.770, -4.078], [-0.605, 0.851, -5.238], [0.764, 1.034, -5.127], [1.401, 1.151, -3.902], [0.638, 1.069, -2.751], [1.083, 1.150, -1.773], [2.468, 1.299, -3.863], [1.500, 1.109, -6.251], [-1.059, 0.776, -6.213], [-2.426, 0.646, -4.116], [-2.517, -1.091, -2.321], [-2.198, -1.303, 0.565], [-2.422, -2.646, -0.581], [1.759, -2.115, 0.280], [2.382, -1.075, 1.149], [2.920, -1.224, 2.391], [3.395, -0.012, 2.937], [3.203, 1.041, 2.104], [2.443, 0.578, 0.634], [3.467, 2.069, 2.258], [3.854, 0.067, 3.906], [2.990, -2.170, 2.899], [1.967, -1.912, -0.774], [2.152, -3.103, 0.542], [-1.020, -3.361, 1.470], [0.556, -3.106, 2.210], [-0.173, -0.041, 1.533], [-0.367, 2.077, 2.702], [-0.550, 2.204, 1.638], [0.705, 1.998, 2.865], [-0.738, 2.952, 3.230], [-2.582, 0.937, 2.894], [-3.094, 0.028, 3.201], [-3.014, 1.777, 3.430], [-2.731, 1.090, 1.826], [0.631, 0.174, 6.177], [1.176, 1.298, 4.936]]}

Entry 4:
{"formula": "C16H47N3O7", "method": "the ωB97M-V functional and the def2-TZVPD basis", "energy_ha": -1328.6404, "lumo_energy_ha": 0.011, "smiles": "COC[C@H](C)N.COC[C@H](C)N.COC[C@H](C)N.OCCO.CO.CO", "relative_energy_kj_mol": 33.4, "homo_energy_ev": -9.42, "elements": ["C", "C", "O", "O", "H", "H", "H", "H", "H", "H", "C", "O", "H", "H", "H", "H", "C", "O", "H", "H", "H", "H", "C", "C", "C", "O", "C", "N", "H", "H", "H", "H", "H", "H", "H", "H", "H", "H", "H", "C", "C", "C", "O", "C", "N", "H", "H", "H", "H", "H", "H", "H", "H", "H", "H", "H", "C", "C", "C", "O", "C", "N", "H", "H", "H", "H", "H", "H", "H", "H", "H", "H", "H"], "coordinates": [[-1.260, -1.308, -6.138], [-1.056, -2.695, -5.598], [-2.205, -3.510, -5.733], [-2.094, -0.503, -5.333], [-1.720, -1.377, -7.125], [-0.277, -0.831, -6.294], [-0.743, -2.664, -4.546], [-0.248, -3.175, -6.156], [-2.894, -3.133, -5.177], [-1.811, -0.555, -4.401], [3.437, -0.309, -0.323], [2.385, -1.069, -0.895], [4.358, -0.362, -0.919], [3.146, 0.733, -0.249], [3.711, -0.670, 0.674], [2.741, -1.935, -1.112], [-3.685, 1.952, 1.712], [-3.685, 0.527, 1.650], [-4.677, 2.317, 1.442], [-3.508, 2.264, 2.746], [-2.919, 2.375, 1.063], [-2.974, 0.263, 1.055], [-2.057, -6.508, 4.409], [-0.530, -6.328, 4.340], [-0.167, -4.876, 4.064], [-0.715, -4.473, 2.837], [-0.515, -3.115, 2.590], [0.145, -6.760, 5.569], [-2.308, -7.562, 4.529], [-2.602, -6.047, 3.589], [-2.404, -5.987, 5.315], [-0.176, -6.930, 3.497], [0.930, -4.798, 4.032], [-0.524, -4.268, 4.912], [-0.923, -2.856, 1.611], [0.540, -2.805, 2.549], [-1.023, -2.480, 3.329], [-0.361, -7.553, 5.946], [0.091, -6.021, 6.262], [-2.986, 1.037, -1.894], [-1.547, 0.644, -2.124], [-0.643, 0.966, -0.964], [-1.177, 0.459, 0.240], [-0.307, 0.680, 1.343], [-1.478, -0.767, -2.540], [-3.447, 0.476, -1.085], [-3.558, 0.957, -2.823], [-3.063, 2.111, -1.692], [-1.186, 1.235, -2.975], [-0.504, 2.049, -0.832], [0.355, 0.541, -1.153], [-0.546, 1.634, 1.814], [0.735, 0.570, 1.029], [-0.427, -0.124, 2.075], [-2.049, -1.333, -1.917], [-0.537, -1.124, -2.382], [1.464, 4.256, -0.272], [2.895, 4.568, -0.625], [3.460, 5.753, 0.100], [2.747, 6.902, -0.309], [3.434, 8.094, -0.039], [3.666, 3.338, -0.240], [1.454, 4.163, 0.816], [1.215, 3.275, -0.676], [0.738, 4.986, -0.618], [3.056, 4.747, -1.695], [4.524, 5.831, -0.167], [3.368, 5.614, 1.186], [3.430, 8.319, 1.036], [2.939, 8.917, -0.553], [4.468, 8.057, -0.399], [3.430, 2.682, -0.981], [4.655, 3.522, -0.408]]}

Repeat the third record exactly.
{"formula": "C20H26FN3O4S2", "method": "the ωB97M-V functional and the def2-TZVPD basis", "energy_ha": -2139.2138, "lumo_energy_ha": 0.017, "smiles": "CCC(C)(C)NC(=O)CN(Cc1cccs1)C(=O)CNS(=O)(=O)c1ccc(F)cc1", "relative_energy_kj_mol": 1.9, "homo_energy_ev": -9.15, "elements": ["C", "H", "C", "H", "H", "C", "N", "C", "O", "C", "N", "C", "O", "C", "N", "S", "O", "O", "C", "C", "C", "C", "C", "C", "H", "H", "F", "H", "H", "H", "H", "H", "C", "C", "C", "C", "C", "S", "H", "H", "H", "H", "H", "H", "H", "H", "C", "H", "H", "H", "C", "H", "H", "H", "H", "H"], "coordinates": [[0.580, 0.407, 5.116], [1.016, -0.421, 4.564], [-0.874, 0.613, 4.708], [-1.449, -0.261, 5.011], [-1.279, 1.483, 5.227], [-1.084, 0.824, 3.198], [-0.531, -0.307, 2.442], [-0.860, -1.586, 2.645], [-1.535, -2.022, 3.557], [-0.246, -2.609, 1.658], [0.305, -2.129, 0.414], [-0.445, -1.759, -0.639], [0.025, -1.479, -1.731], [-1.955, -1.669, -0.432], [-2.508, -0.727, -1.380], [-1.721, 0.770, -1.371], [-2.740, 1.768, -1.479], [-0.883, 0.814, -0.201], [-0.724, 0.869, -2.853], [-1.355, 0.770, -4.078], [-0.605, 0.851, -5.238], [0.764, 1.034, -5.127], [1.401, 1.151, -3.902], [0.638, 1.069, -2.751], [1.083, 1.150, -1.773], [2.468, 1.299, -3.863], [1.500, 1.109, -6.251], [-1.059, 0.776, -6.213], [-2.426, 0.646, -4.116], [-2.517, -1.091, -2.321], [-2.198, -1.303, 0.565], [-2.422, -2.646, -0.581], [1.759, -2.115, 0.280], [2.382, -1.075, 1.149], [2.920, -1.224, 2.391], [3.395, -0.012, 2.937], [3.203, 1.041, 2.104], [2.443, 0.578, 0.634], [3.467, 2.069, 2.258], [3.854, 0.067, 3.906], [2.990, -2.170, 2.899], [1.967, -1.912, -0.774], [2.152, -3.103, 0.542], [-1.020, -3.361, 1.470], [0.556, -3.106, 2.210], [-0.173, -0.041, 1.533], [-0.367, 2.077, 2.702], [-0.550, 2.204, 1.638], [0.705, 1.998, 2.865], [-0.738, 2.952, 3.230], [-2.582, 0.937, 2.894], [-3.094, 0.028, 3.201], [-3.014, 1.777, 3.430], [-2.731, 1.090, 1.826], [0.631, 0.174, 6.177], [1.176, 1.298, 4.936]]}